No. 1
DFT (ωB97M-V with the def2-TZVPD basis set) results for a structure of composition C24H38Br2FI2N4O5P.

Summary:
Maximum force (eV/Å): 5.46
Orbital gap (eV): 5.273
E_HOMO (eV): -6.59
LUMO (eV): -1.3
Energy (Eh): -7717.06436

Atoms and positions in Å:
C (-3.60, 3.66, 3.87)
C (-2.05, 3.65, 3.76)
C (-1.53, 2.67, 2.72)
C (-2.42, 1.96, 1.97)
N (-2.02, 1.11, 1.02)
C (-0.73, 0.91, 0.73)
P (-0.30, -0.28, -0.65)
O (-1.59, -1.27, -0.86)
Br (-0.37, 0.98, -2.55)
C (0.24, 1.57, 1.47)
C (1.67, 1.25, 1.08)
C (2.17, 0.05, 1.95)
C (1.87, -1.29, 1.24)
N (0.55, -1.82, 1.64)
C (-0.13, 2.47, 2.48)
C (0.98, 3.18, 3.23)
I (0.86, 5.31, 2.82)
C (1.09, 2.82, 4.78)
C (0.28, 1.58, 5.20)
I (0.65, 4.54, 6.01)
H (-3.89, 4.47, 4.56)
H (-3.93, 2.71, 4.30)
H (-4.05, 3.79, 2.89)
H (-1.77, 4.68, 3.52)
H (-1.68, 3.41, 4.76)
H (-3.50, 2.02, 2.09)
H (-2.72, 0.60, 0.48)
H (-2.16, -0.88, -1.55)
H (2.37, 2.09, 1.21)
H (1.78, 0.96, 0.03)
H (3.26, 0.12, 2.07)
H (1.67, 0.13, 2.92)
H (1.91, -1.14, 0.16)
H (2.67, -2.02, 1.48)
H (0.52, -1.91, 2.65)
H (0.49, -2.77, 1.23)
H (1.93, 2.90, 2.79)
H (2.14, 2.61, 4.97)
H (-0.71, 1.84, 5.59)
H (0.81, 1.15, 6.06)
H (0.24, 0.80, 4.44)
F (-0.48, -3.70, -0.21)
C (-5.35, -1.03, -0.18)
C (-5.71, -1.88, 0.78)
C (-5.42, -3.34, 0.64)
O (-5.71, -4.15, 1.50)
C (-4.73, -3.77, -0.60)
C (-4.39, -2.91, -1.55)
C (-4.67, -1.48, -1.40)
O (-4.28, -0.71, -2.24)
H (-5.53, 0.03, -0.09)
H (-6.22, -1.51, 1.72)
H (-4.51, -4.82, -0.69)
H (-3.87, -3.22, -2.45)
O (-1.81, -5.27, -0.17)
H (-1.50, -5.18, 0.76)
H (-1.80, -6.20, -0.46)
H (-1.27, -4.69, -0.78)
C (2.13, -1.45, -3.58)
C (3.21, -0.60, -2.96)
O (3.06, -0.02, -1.89)
N (4.37, -0.48, -3.64)
C (4.74, -1.07, -4.92)
H (1.26, -1.46, -2.92)
H (1.83, -1.05, -4.54)
H (2.47, -2.48, -3.69)
H (5.05, 0.11, -3.18)
H (5.63, -1.69, -4.77)
H (4.98, -0.28, -5.62)
H (3.94, -1.68, -5.32)
C (7.08, 1.21, -8.32)
C (5.71, 1.17, -7.81)
N (4.63, 1.14, -7.41)
H (7.42, 0.20, -8.55)
H (7.12, 1.82, -9.22)
H (7.74, 1.64, -7.57)
Br (-6.15, 0.16, 2.87)

=====

No. 2
DFT (ωB97M-V with the def2-TZVPD basis set) results for the molecule C6H10N6.

Summary:
Maximum force (eV/Å): 3.21
Orbital gap (eV): 8.875
E_HOMO (eV): -7.95
LUMO (eV): 0.9
Energy (Eh): -563.02936
SMILES string: [H]/N=N/[C@H](/C=N/C)n1ccc(N)n1

Atoms and positions in Å:
H (3.68, -0.45, 0.61)
N (2.86, -0.40, 0.03)
N (1.93, -0.95, 0.65)
C (0.46, -1.06, -0.23)
C (0.58, -0.03, -1.32)
N (1.19, -0.35, -2.38)
C (1.48, 0.77, -3.42)
N (-0.54, -0.75, 0.74)
C (-0.87, -1.44, 1.88)
C (-1.80, -0.68, 2.51)
C (-1.92, 0.50, 1.72)
N (-2.79, 1.58, 1.91)
N (-1.24, 0.37, 0.61)
H (0.52, -2.08, -0.71)
H (0.21, 1.01, -1.18)
H (2.09, 1.48, -3.02)
H (0.66, 1.43, -3.88)
H (2.01, 0.32, -4.30)
H (-0.41, -2.48, 2.16)
H (-2.21, -0.87, 3.44)
H (-3.30, 1.62, 2.80)
H (-2.61, 2.47, 1.39)

=====

No. 3
DFT (ωB97M-V with the def2-TZVPD basis set) results for the molecule C6H10O.

Summary:
Maximum force (eV/Å): 0.54
Orbital gap (eV): 10.827
E_HOMO (eV): -9.76
LUMO (eV): 1.1
Energy (Eh): -309.81389
SMILES string: C[C@H]1C[C@H]1CC=O

Atoms and positions in Å:
C (-2.22, -0.19, 0.07)
C (-1.11, 0.75, -0.30)
C (-0.08, 1.24, 0.69)
C (0.34, 0.37, -0.46)
C (0.99, -0.96, -0.18)
C (2.49, -0.77, -0.08)
O (3.05, 0.28, -0.26)
H (-3.12, 0.37, 0.36)
H (-1.95, -0.85, 0.91)
H (-2.49, -0.82, -0.79)
H (-1.41, 1.51, -1.01)
H (0.22, 2.28, 0.71)
H (-0.10, 0.76, 1.67)
H (0.83, 0.88, -1.28)
H (0.81, -1.72, -0.96)
H (0.65, -1.43, 0.76)
H (3.09, -1.69, 0.14)

=====

No. 4
DFT (ωB97M-V with the def2-TZVPD basis set) results for the molecule C3H8N2O.

Summary:
Maximum force (eV/Å): 3.50
Orbital gap (eV): 10.119
E_HOMO (eV): -9.24
LUMO (eV): 0.9
Energy (Eh): -303.75657
SMILES string: NCNCC=O

Atoms and positions in Å:
N (2.31, 1.03, 0.91)
C (1.23, 0.46, 0.02)
N (-0.27, 0.35, 0.53)
C (-1.21, -0.14, -0.69)
C (-1.97, -1.38, -0.21)
O (-2.79, -1.95, -0.90)
H (3.34, 0.92, 0.51)
H (2.29, 0.36, 1.69)
H (1.52, -0.54, -0.30)
H (1.10, 1.19, -0.89)
H (-0.88, 1.16, 0.91)
H (-2.10, 0.55, -0.70)
H (-0.76, -0.19, -1.75)
H (-1.79, -1.83, 0.87)

=====

No. 5
DFT (ωB97M-V with the def2-TZVPD basis set) results for a structure of composition C17H11N4ORuS.

Summary:
Spin multiplicity: 5
Maximum force (eV/Å): 0.51
Total charge: +1
Orbital gap (spin up / spin down) (eV): 8.066 / 4.964
E_HOMO (spin up / spin down) (eV): -11.63 / -11.59
LUMO (spin up / spin down) (eV): -3.6 / -6.6
Energy (Eh): -1441.39526

Atoms and positions in Å:
Ru (0.71, 0.17, 1.19)
N (2.00, -3.50, -0.77)
C (1.78, -2.23, -0.38)
S (0.80, -2.07, 1.10)
N (2.30, -1.25, -1.02)
N (1.98, 0.00, -0.48)
C (2.60, 0.98, -1.06)
C (2.45, 2.37, -0.78)
C (3.20, 3.28, -1.54)
C (3.05, 4.64, -1.36)
C (2.13, 5.11, -0.42)
C (1.37, 4.25, 0.33)
C (1.53, 2.87, 0.16)
O (0.78, 2.05, 0.90)
H (1.59, -4.28, -0.28)
H (2.56, -3.67, -1.59)
H (3.29, 0.69, -1.86)
H (3.90, 2.90, -2.27)
H (3.64, 5.33, -1.94)
H (2.01, 6.18, -0.28)
H (0.65, 4.61, 1.05)
N (-1.25, 0.73, 10.82)
C (-1.05, 0.66, 9.69)
C (-0.81, 0.57, 8.28)
C (-1.22, 1.62, 7.45)
C (-0.99, 1.53, 6.09)
C (-0.36, 0.39, 5.56)
C (0.04, -0.66, 6.41)
C (-0.18, -0.57, 7.77)
C (-0.14, 0.29, 4.19)
C (0.02, 0.20, 2.96)
H (-1.70, 2.48, 7.88)
H (-1.30, 2.33, 5.43)
H (0.53, -1.53, 5.99)
H (0.12, -1.36, 8.43)

=====

No. 6
DFT (ωB97M-V with the def2-TZVPD basis set) results for a cluster of 2 separate species, C4H10N2O2 in total.

Summary:
Spin multiplicity: 2
Maximum force (eV/Å): 8.21
Total charge: +1
Orbital gap (spin up / spin down) (eV): 9.182 / 3.817
E_HOMO (spin up / spin down) (eV): -13.60 / -13.45
LUMO (spin up / spin down) (eV): -4.4 / -9.6
Energy (Eh): -418.04118

Atoms and positions in Å:
C (-2.53, -1.28, -1.47)
C (-1.64, -1.48, -0.22)
O (-0.50, -1.87, -0.39)
N (-2.08, -1.02, 0.96)
H (-1.63, -1.26, 1.84)
H (-2.96, -0.52, 1.03)
H (-3.47, -0.92, -1.41)
H (-2.63, -2.30, -1.86)
H (-2.03, -0.71, -2.28)
C (1.13, 0.45, 1.03)
C (1.90, 1.54, 0.40)
O (2.92, 2.00, 0.75)
N (1.42, 1.75, -0.93)
H (1.70, -0.12, 1.77)
H (0.85, -0.49, 0.53)
H (1.74, 2.53, -1.42)
H (0.44, 1.40, -1.15)
H (0.07, 0.90, 1.48)

=====

No. 7
DFT (ωB97M-V with the def2-TZVPD basis set) results for the molecule C19H25NO5.

Summary:
Maximum force (eV/Å): 0.61
Orbital gap (eV): 9.240
E_HOMO (eV): -8.93
LUMO (eV): 0.3
Energy (Eh): -1169.99284
SMILES string: CCOc1ccc(C(=O)CCC(=O)N2CCC(C(=O)OC)CC2)cc1

Atoms and positions in Å:
C (7.17, -2.21, -0.69)
C (5.89, -1.81, 0.02)
O (5.38, -0.66, -0.63)
C (4.24, -0.10, -0.18)
C (3.48, -0.56, 0.90)
C (2.33, 0.11, 1.26)
C (1.89, 1.24, 0.58)
C (0.65, 1.89, 1.05)
O (0.15, 1.60, 2.11)
C (0.04, 2.94, 0.14)
C (-1.41, 3.30, 0.51)
C (-2.38, 2.64, -0.46)
O (-2.70, 3.22, -1.48)
N (-2.87, 1.41, -0.17)
C (-2.49, 0.53, 0.91)
C (-1.71, -0.66, 0.36)
C (-2.48, -1.41, -0.74)
C (-3.55, -2.32, -0.16)
O (-3.52, -3.52, -0.24)
O (-4.53, -1.66, 0.47)
C (-5.56, -2.47, 1.03)
C (-3.03, -0.42, -1.77)
C (-3.74, 0.76, -1.12)
C (2.66, 1.70, -0.50)
C (3.81, 1.04, -0.86)
H (7.89, -1.40, -0.64)
H (7.60, -3.09, -0.22)
H (6.96, -2.43, -1.74)
H (6.09, -1.59, 1.08)
H (5.16, -2.63, -0.03)
H (3.78, -1.44, 1.45)
H (1.74, -0.24, 2.10)
H (0.67, 3.83, 0.24)
H (0.09, 2.62, -0.90)
H (-1.56, 4.37, 0.38)
H (-1.60, 3.04, 1.55)
H (-1.88, 1.04, 1.65)
H (-3.41, 0.18, 1.40)
H (-1.45, -1.34, 1.18)
H (-0.77, -0.30, -0.07)
H (-1.78, -2.10, -1.24)
H (-5.15, -3.14, 1.78)
H (-6.27, -1.78, 1.48)
H (-6.04, -3.07, 0.25)
H (-3.71, -0.94, -2.45)
H (-2.19, -0.04, -2.36)
H (-4.02, 1.50, -1.88)
H (-4.64, 0.42, -0.60)
H (2.37, 2.58, -1.04)
H (4.41, 1.39, -1.69)

=====

No. 8
DFT (ωB97M-V with the def2-TZVPD basis set) results for a cluster of 3 separate species, C5H14O3S2 in total.

Summary:
Spin multiplicity: 2
Maximum force (eV/Å): 1.05
Total charge: -1
Orbital gap (spin up / spin down) (eV): 3.139 / 6.831
E_HOMO (spin up / spin down) (eV): -0.12 / -3.84
LUMO (spin up / spin down) (eV): 3.0 / 3.0
Energy (Eh): -1220.98223

Atoms and positions in Å:
C (1.67, 0.32, -0.76)
C (2.41, 0.54, 0.54)
O (2.44, 1.66, 1.18)
C (1.21, -1.11, -0.97)
S (0.18, -1.84, 0.35)
S (-0.82, -0.42, 1.33)
C (-2.36, -0.05, 0.42)
C (-2.17, 0.97, -0.69)
H (0.81, 1.00, -0.81)
H (2.34, 0.60, -1.59)
H (2.99, -0.33, 0.93)
H (2.07, -1.77, -1.10)
H (0.65, -1.20, -1.91)
H (-3.03, 0.37, 1.18)
H (-2.80, -0.98, 0.06)
H (-3.15, 1.32, -1.06)
H (-1.56, 0.61, -1.52)
H (-1.69, 1.88, -0.34)
H (-2.07, -2.37, -2.20)
H (-2.15, -0.84, -2.34)
O (-1.79, -1.63, -2.75)
H (1.42, 2.89, 0.63)
H (0.74, 4.25, 1.05)
O (0.77, 3.60, 0.34)

=====

No. 9
DFT (ωB97M-V with the def2-TZVPD basis set) results for a structure of composition C22H29F3N4O7P2Y.

Summary:
Maximum force (eV/Å): 1.16
Total charge: +1
Orbital gap (eV): 8.517
E_HOMO (eV): -10.62
LUMO (eV): -2.1
Energy (Eh): -2622.28782

Atoms and positions in Å:
Y (0.02, 0.26, 0.77)
C (-3.15, 1.58, 1.27)
C (-2.16, 2.69, 1.56)
N (-0.94, 2.13, 2.17)
C (-1.08, 1.74, 3.59)
C (-1.22, 0.25, 3.83)
C (-1.29, -0.25, 5.12)
C (-1.36, -1.62, 5.29)
C (-1.36, -2.46, 4.18)
C (-1.30, -1.87, 2.93)
C (-1.24, -2.72, 1.67)
N (-1.16, -1.95, 0.42)
C (-2.44, -1.76, -0.27)
C (-3.27, -0.69, 0.39)
N (-2.53, 0.58, 0.38)
N (-1.23, -0.55, 2.77)
H (-4.07, 1.99, 0.86)
H (-3.42, 1.07, 2.20)
H (-2.62, 3.44, 2.21)
H (-1.87, 3.19, 0.64)
H (-0.19, 2.81, 2.09)
H (-1.93, 2.26, 4.05)
H (-0.18, 2.07, 4.12)
H (-1.27, 0.42, 5.97)
H (-1.40, -2.04, 6.28)
H (-1.40, -3.53, 4.28)
H (-2.10, -3.40, 1.65)
H (-0.35, -3.34, 1.75)
H (-0.52, -2.41, -0.21)
H (-3.00, -2.70, -0.32)
H (-2.21, -1.48, -1.30)
H (-3.48, -0.95, 1.43)
H (-4.24, -0.60, -0.11)
H (-2.52, 0.94, -0.57)
C (4.98, 0.08, 1.37)
C (3.50, 0.24, 1.06)
O (3.18, -0.25, -0.25)
P (3.00, 1.98, 0.80)
O (3.62, 2.78, 2.00)
O (3.85, 2.52, -0.43)
O (1.53, 2.10, 0.57)
P (2.36, -0.54, 2.31)
O (3.26, -1.28, 3.37)
O (1.53, 0.57, 2.88)
O (1.50, -1.48, 1.49)
H (5.58, 0.52, 0.57)
H (5.22, -0.99, 1.44)
H (5.26, 0.54, 2.32)
H (2.93, -1.18, -0.20)
H (3.78, 3.72, 1.88)
H (3.51, 2.21, -1.28)
H (3.30, -0.84, 4.23)
F (0.81, 0.47, -9.02)
C (0.14, -0.55, -8.43)
F (-1.07, -0.59, -9.00)
F (0.78, -1.68, -8.77)
C (0.06, -0.37, -6.94)
C (1.02, -0.96, -6.12)
C (0.96, -0.77, -4.75)
C (-0.06, 0.01, -4.19)
C (-1.01, 0.59, -5.02)
C (-0.95, 0.40, -6.39)
C (-0.08, 0.16, -2.76)
C (-0.02, 0.23, -1.54)
H (1.81, -1.56, -6.55)
H (1.70, -1.22, -4.11)
H (-1.80, 1.19, -4.59)
H (-1.69, 0.85, -7.03)

=====

No. 10
DFT (ωB97M-V with the def2-TZVPD basis set) results for the ion C3H7N2S with charge +1.

Summary:
Maximum force (eV/Å): 3.92
Total charge: +1
Orbital gap (eV): 8.924
E_HOMO (eV): -13.71
LUMO (eV): -4.8
Energy (Eh): -625.86604
SMILES string: C=C/[NH+]=C\NS

Atoms and positions in Å:
C (-1.59, -1.24, -0.64)
C (-0.60, -0.66, -1.28)
N (0.35, 0.33, -0.90)
C (0.66, 0.88, 0.22)
N (0.29, 0.42, 1.41)
S (1.57, 0.71, 2.63)
H (-1.99, -1.09, 0.30)
H (-2.14, -2.02, -1.05)
H (-0.59, -0.94, -2.37)
H (0.90, 0.70, -1.75)
H (1.10, 1.88, 0.29)
H (-0.14, -0.61, 1.40)
H (2.18, 1.64, 1.75)

=====

No. 11
DFT (ωB97M-V with the def2-TZVPD basis set) results for a cluster of 2 separate species, C4H3BrF2N2 in total.

Summary:
Maximum force (eV/Å): 5.03
Orbital gap (spin up / spin down) (eV): 8.497 / 8.494
E_HOMO (spin up / spin down) (eV): -9.36 / -9.36
LUMO (spin up / spin down) (eV): -0.9 / -0.9
Energy (Eh): -3037.31631

Atoms and positions in Å:
C (-0.24, -0.55, 1.20)
C (-1.49, -0.24, 1.70)
C (-0.10, 0.12, 0.00)
C (1.85, 0.06, -1.39)
N (-2.07, 0.51, 0.79)
N (-1.28, 0.72, -0.25)
F (2.84, -0.36, -0.65)
F (2.05, 1.40, -1.63)
Br (1.48, -1.04, -2.90)
H (0.73, -1.09, 1.53)
H (-2.01, -0.58, 2.63)
H (-1.76, 1.04, -1.01)

=====

No. 12
DFT (ωB97M-V with the def2-TZVPD basis set) results for a cluster of 12 separate species, C15H54N6O12 in total.

Summary:
Maximum force (eV/Å): 8.89
Orbital gap (eV): 9.195
E_HOMO (eV): -8.91
LUMO (eV): 0.3
Energy (Eh): -1835.10255
SMILES string: NC(N)=O.NC(N)=O.NC(N)=O.CCO.CCO.CCO.CO.CO.CO.CO.CO.CO

Atoms and positions in Å:
N (0.54, 1.19, -0.45)
C (0.71, 0.15, 0.25)
N (0.60, -0.92, -0.45)
O (1.11, 0.17, 1.58)
H (0.75, 2.02, 0.05)
H (0.66, 1.29, -1.48)
H (-0.08, -1.00, -1.17)
H (0.67, -1.78, 0.10)
N (-1.20, 3.32, 3.04)
C (-2.11, 3.97, 2.38)
N (-3.20, 4.16, 3.07)
O (-1.80, 4.78, 1.29)
H (-0.25, 3.19, 2.53)
H (-1.47, 2.70, 3.83)
H (-3.89, 4.72, 2.56)
H (-3.47, 3.70, 3.90)
N (0.68, 1.08, -3.14)
C (1.95, 1.03, -3.31)
N (2.36, -0.07, -2.74)
O (2.72, 1.91, -4.05)
H (0.20, 1.83, -3.74)
H (0.01, 0.33, -2.83)
H (3.42, -0.07, -2.70)
H (1.90, -0.34, -1.88)
C (-3.12, -0.54, 0.76)
C (-2.50, 0.76, 1.24)
O (-2.15, 1.65, 0.24)
H (-3.48, -1.14, 1.60)
H (-2.44, -1.17, 0.20)
H (-4.03, -0.35, 0.15)
H (-1.55, 0.45, 1.78)
H (-3.29, 1.12, 1.94)
H (-1.23, 1.49, -0.02)
C (0.09, -4.07, -4.32)
C (1.01, -3.05, -3.59)
O (0.81, -1.75, -4.15)
H (-0.90, -3.61, -4.45)
H (0.06, -5.00, -3.77)
H (0.44, -4.37, -5.28)
H (2.03, -3.41, -3.62)
H (0.74, -3.01, -2.53)
H (1.44, -1.21, -3.67)
C (-1.12, -3.91, -0.37)
C (-0.12, -3.97, 0.79)
O (1.05, -3.34, 0.57)
H (-2.14, -3.97, 0.05)
H (-0.99, -4.55, -1.27)
H (-1.16, -2.97, -0.79)
H (0.07, -5.00, 0.96)
H (-0.69, -3.67, 1.71)
H (1.51, -3.37, 1.45)
C (-0.93, -1.69, 3.80)
O (-0.21, -2.79, 4.24)
H (-1.05, -0.86, 4.47)
H (-1.88, -2.04, 3.63)
H (-0.56, -1.36, 2.82)
H (0.73, -2.67, 4.17)
C (-0.19, 4.27, -1.63)
O (-0.93, 4.97, -2.65)
H (0.53, 3.61, -2.15)
H (-0.95, 3.72, -1.09)
H (0.28, 4.96, -0.98)
H (-1.07, 4.30, -3.29)
C (1.51, 4.53, 1.44)
O (1.26, 3.14, 1.51)
H (2.38, 4.57, 0.81)
H (1.65, 4.94, 2.45)
H (0.66, 5.10, 1.07)
H (2.05, 2.69, 1.83)
C (1.53, 0.85, 4.50)
O (1.94, 0.54, 5.85)
H (0.75, 1.61, 4.35)
H (1.15, -0.19, 4.15)
H (2.38, 1.27, 3.97)
H (1.81, 1.37, 6.32)
C (-2.59, -0.79, -2.70)
O (-1.20, -0.93, -2.55)
H (-3.09, -1.51, -2.06)
H (-2.87, -1.00, -3.75)
H (-3.10, 0.06, -2.39)
H (-0.92, -1.65, -3.07)
C (3.82, -2.68, -1.04)
O (3.58, -1.48, -0.23)
H (3.49, -3.56, -0.56)
H (4.86, -2.78, -1.22)
H (3.36, -2.51, -1.99)
H (2.64, -1.40, -0.30)